{"formula": "C7H9N5O", "method": "ωB97M-V/def2-TZVPD", "energy_ha": -620.3923, "gap_ev": 8.2322, "charge": 2, "homo_energy_ev": -17.45, "relative_energy_kcal_mol": 33.09, "e_lumo_ev": -9.21, "species": ["C", "C", "C", "C", "C", "C", "C", "N", "N", "N", "N", "N", "O", "H", "H", "H", "H", "H", "H", "H", "H", "H"], "xyz": [[0.03244, 2.22908, 1.68626], [-0.07949, 1.43523, -0.24968], [-0.29530, 1.31640, -1.53126], [0.17363, 0.23292, 0.75638], [0.37973, -1.52412, -0.64598], [-1.35316, -1.01584, -2.39055], [0.40656, 0.23866, 3.17052], [-0.05547, 2.57595, 0.48392], [0.41117, -1.01865, 0.55077], [0.21217, 0.87076, 1.87624], [-0.45363, -0.78066, -1.56301], [0.87825, -2.63471, -1.09169], [-0.52542, 1.56198, -2.68653], [0.08710, 2.90093, 2.47255], [-1.70091, -1.93964, -2.77250], [-1.82492, -0.07749, -2.73559], [0.17181, 0.94330, 3.98685], [1.35982, -0.21054, 3.45737], [-0.38723, -0.58237, 3.24297], [1.58070, -3.30009, -0.59852], [0.82690, -2.97665, -2.00882], [0.15527, 1.75557, -3.40969]], "mulliken_charge": [-0.0372, 0.4999, 0.2966, 0.4223, 0.4755, -0.2015, -0.8103, -0.5001, -0.4491, 0.0712, -0.2655, -0.3091, -0.3529, 0.4792, 0.3554, 0.2957, 0.3373, 0.3242, 0.3438, 0.3204, 0.2270, 0.4773]}

{"formula": "C7H9N5O", "method": "ωB97M-V/def2-TZVPD", "energy_ha": -620.4450, "gap_ev": 8.4960, "charge": 2, "homo_energy_ev": -16.86, "smiles": "NC(=[NH2+])O[n+]1[nH]nc2ccccc21", "relative_energy_kcal_mol": 0.00, "e_lumo_ev": -8.36, "species": ["N", "C", "N", "O", "N", "N", "N", "C", "C", "C", "C", "C", "C", "H", "H", "H", "H", "H", "H", "H", "H", "H"], "xyz": [[2.69164, 0.36257, -0.79442], [2.67368, -0.04869, 0.43774], [3.62563, -0.04009, 1.31376], [1.42718, -0.60761, 1.03332], [0.32949, -0.79650, 0.26822], [0.00852, -2.05324, -0.19819], [-1.17049, -2.11196, -0.65724], [-1.73824, -0.91031, -0.51363], [-3.02770, -0.46837, -0.84563], [-3.33776, 0.83059, -0.52512], [-2.41037, 1.68627, 0.10150], [-1.12396, 1.28509, 0.42478], [-0.79553, -0.02236, 0.11688], [3.53602, 0.76721, -1.19154], [1.89418, 0.34104, -1.41952], [4.55319, 0.32534, 1.11937], [3.45548, -0.38981, 2.25272], [0.61502, -2.86821, -0.12514], [-3.72700, -1.13796, -1.31839], [-4.32463, 1.21218, -0.74383], [-2.71697, 2.69078, 0.34592], [-0.43738, 1.95405, 0.91844]], "mulliken_charge": [-0.2795, 0.7217, -0.2784, -0.2843, 0.5732, 0.0161, -0.4883, 0.6605, -0.6314, -0.5341, -0.4955, -0.7499, 0.6849, 0.2612, 0.2486, 0.2584, 0.2754, 0.2615, 0.4712, 0.4316, 0.4312, 0.4459]}

{"formula": "C7H9NO", "method": "ωB97M-V/def2-TZVPD", "energy_ha": -402.0219, "gap_ev": 8.6272, "homo_energy_ev": -7.96, "smiles": "On1ccc2c1CCC2", "relative_energy_kcal_mol": 74.75, "e_lumo_ev": 0.67, "species": ["O", "N", "C", "C", "C", "C", "C", "C", "C", "H", "H", "H", "H", "H", "H", "H", "H", "H"], "xyz": [[0.21963, -2.54887, -1.50767], [0.77519, -1.43091, -0.73270], [2.05377, -1.16685, -0.41690], [2.07964, 0.01394, 0.22393], [0.75956, 0.53826, 0.29275], [-0.03310, -0.42600, -0.27060], [-1.49402, -0.09096, -0.29620], [-1.55187, 1.13856, 0.71506], [-0.09060, 1.64025, 0.76823], [-0.75154, -2.60066, -1.30458], [2.82121, -1.83144, -0.71887], [2.93458, 0.37602, 0.79957], [-1.72959, 0.10887, -1.40556], [-2.08650, -1.01112, -0.12956], [-1.79496, 0.74731, 1.71092], [-2.25984, 1.87774, 0.40243], [0.18241, 2.09342, 1.77132], [-0.03395, 2.57245, 0.09842]], "mulliken_charge": [-0.4251, 0.1781, -0.5165, -0.9352, 0.5305, 0.1116, -0.5931, -0.7251, -0.4989, 0.3565, 0.4734, 0.3367, 0.2510, 0.3668, 0.2708, 0.3669, 0.2875, 0.1641]}

{"formula": "C7H9NO2", "method": "ωB97M-V/def2-TZVPD", "energy_ha": -477.0442, "gap_ev": 8.9857, "homo_energy_ev": -8.55, "relative_energy_kcal_mol": 218.15, "e_lumo_ev": 0.43, "species": ["C", "C", "C", "C", "C", "C", "C", "H", "H", "H", "H", "H", "H", "H", "H", "H", "N", "O", "O"], "xyz": [[-0.81590, -0.76980, -1.77100], [0.01315, -0.21491, -0.55613], [1.47460, -0.41838, -0.54523], [2.27466, 0.01410, 0.49582], [1.66842, 0.82908, 1.46235], [0.35498, 1.04794, 1.44566], [-0.55196, 0.56847, 0.36754], [-2.06924, -2.33359, -2.26945], [-2.83561, -1.46423, -1.18075], [-0.36265, -1.02410, -2.54912], [-1.78268, 0.02961, -2.17217], [2.09005, -1.44961, -1.36705], [3.09364, -0.30097, 0.51608], [2.35342, 1.11770, 2.42895], [0.63798, 2.01901, 3.08370], [-1.70581, 1.39119, 1.06035], [-1.65343, -1.78635, -1.32962], [-0.35791, 1.83716, 2.41780], [-1.82572, 0.90767, 0.46226]], "mulliken_charge": [-0.9080, 0.5493, -0.5680, -0.9994, -0.6223, 1.3527, -0.1529, 0.2821, 0.2898, 0.6798, 0.2608, 0.1026, 0.7647, 0.0246, 0.3697, 0.3213, -0.7213, -0.6387, -0.3867]}

{"formula": "C7H9NO2", "method": "ωB97M-V/def2-TZVPD", "energy_ha": -477.2564, "gap_ev": 11.3197, "homo_energy_ev": -10.60, "smiles": "C=C[C@@H](C#N)OC(=O)CC", "relative_energy_kcal_mol": 85.02, "e_lumo_ev": 0.72, "species": ["C", "C", "C", "C", "N", "O", "C", "O", "C", "C", "H", "H", "H", "H", "H", "H", "H", "H", "H"], "xyz": [[-2.40406, 1.84392, 2.32888], [-1.54805, 1.68666, 1.25900], [-1.24394, 0.52449, 0.49447], [-1.96169, 0.48730, -0.86529], [-2.46055, 0.47930, -1.92473], [0.12831, 0.49119, 0.28204], [0.65652, -0.72167, -0.14316], [0.19943, -1.79345, 0.17785], [1.90109, -0.54113, -0.96518], [2.49433, -1.86580, -1.37605], [-2.77705, 2.74983, 2.73295], [-2.97149, 0.82302, 2.71402], [-1.19699, 2.72789, 1.04549], [-1.54326, -0.37505, 1.01794], [2.02139, 0.14550, -1.75023], [2.55399, -0.07797, -0.41060], [1.86296, -2.26625, -2.01651], [2.82050, -2.48416, -0.49058], [3.46856, -1.83363, -2.11029]], "mulliken_charge": [-0.7100, -0.3629, 0.5928, 0.1579, -0.4403, -0.3431, 0.5570, -0.5463, -0.7082, -1.0922, 0.3210, 0.1628, 0.2408, 0.2942, 0.4993, 0.4370, 0.3802, 0.2582, 0.3020]}

{"formula": "C7H9NO2", "method": "ωB97M-V/def2-TZVPD", "energy_ha": -477.2409, "gap_ev": 10.0620, "homo_energy_ev": -9.65, "relative_energy_kcal_mol": 94.78, "e_lumo_ev": 0.42, "species": ["C", "C", "C", "C", "C", "C", "C", "H", "H", "H", "H", "H", "H", "H", "H", "H", "N", "O", "O"], "xyz": [[-0.01617, -1.90939, 0.32331], [1.45655, -1.71621, -0.16209], [1.66290, -0.15605, -0.51473], [0.22818, 0.30484, -0.78742], [-0.33345, 1.74559, -0.17647], [-1.66499, 1.53930, 0.43298], [-1.76368, -0.06736, 0.59097], [1.89544, -2.33632, 0.63313], [1.94559, -2.46839, -0.99769], [1.95363, 0.12408, 0.35431], [2.32290, 0.11412, -1.26779], [-0.12692, 0.27045, -1.86416], [-0.18950, 2.49513, -0.91429], [0.44715, 2.31932, 0.61718], [-1.57568, 1.91176, 1.72068], [-2.47238, 2.27782, -0.01952], [-0.67193, -0.72977, -0.01431], [-0.54877, -3.04424, 0.81203], [-2.54887, -0.67468, 1.23388]], "mulliken_charge": [0.4565, -0.7049, -0.8299, 0.0312, -0.7557, -0.3394, 0.2932, 0.3377, 0.2400, 0.3941, 0.4975, 0.2731, 0.4291, 0.2413, 0.1876, 0.2964, 0.0841, -0.6303, -0.5016]}

{"formula": "C7H9NO2Ru", "method": "ωB97M-V/def2-TZVPD", "multiplicity": 5, "energy_ha": -571.3795, "gap_ev": [7.0339, 6.1758], "charge": 2, "homo_energy_ev": [-18.39, -18.54], "e_lumo_ev": [-11.36, -12.36], "species": ["Ru", "C", "H", "H", "H", "H", "H", "O", "C", "O", "C", "C", "C", "C", "C", "N", "H", "H", "H", "H"], "xyz": [[0.15982, 0.20684, -0.21745], [-2.06810, 0.71744, -0.34866], [-2.64110, 0.72896, 0.56366], [-1.50134, 1.66270, -0.19880], [-2.58541, 0.88730, -1.27339], [-1.67260, -0.28398, -0.41729], [0.92921, 1.53604, -0.56660], [1.78537, 0.18154, 3.33835], [1.44812, -0.08727, 2.20218], [0.34722, 0.42258, 1.59144], [2.23525, -1.05578, 1.33107], [3.38484, -1.77999, 1.69095], [3.95017, -2.59376, 0.73318], [3.36649, -2.65659, -0.52755], [2.23167, -1.93993, -0.83737], [1.72869, -1.11270, 0.08962], [3.74183, -1.64151, 2.70006], [4.83325, -3.15682, 0.97242], [3.78523, -3.26023, -1.29651], [1.68290, -1.93928, -1.76154]], "mulliken_charge": [0.7110, -0.9395, 0.4700, 0.3214, 0.4372, 0.3387, 0.3597, -0.3756, 0.4647, -0.5629, 0.7728, -0.4780, -0.1941, -0.7161, 0.0064, -0.4643, 0.4879, 0.5017, 0.4378, 0.4212]}

{"formula": "C7H9NO2S", "method": "ωB97M-V/def2-TZVPD", "energy_ha": -875.2283, "gap_ev": [5.4833, 3.2609], "homo_energy_ev": [-7.04, -6.04], "relative_energy_kcal_mol": 202.68, "e_lumo_ev": [-1.56, -2.78], "species": ["C", "C", "C", "C", "C", "C", "C", "N", "O", "O", "S", "H", "H", "H", "H", "H", "H", "H", "H", "H"], "xyz": [[1.20902, 0.32490, 0.81508], [1.52789, -0.89166, 0.17704], [1.98509, 1.36874, 0.56598], [-1.40340, -0.21486, -1.21580], [-1.94500, -0.24484, 0.21566], [0.73240, -2.13784, 0.34127], [2.01773, 2.65611, 1.20141], [2.59237, -0.82830, -0.54070], [-2.06880, 0.88541, -0.51680], [-2.80713, -0.67856, 1.12931], [3.28216, 0.67878, -0.58307], [-0.32018, -0.15972, -1.12786], [-1.91432, -0.75574, -1.97438], [-0.36179, -1.98939, 0.57727], [1.11791, -2.92539, -0.32284], [1.21633, -2.53789, 1.20715], [2.16577, 3.47714, 0.41590], [1.06472, 2.86874, 1.51581], [2.77733, 2.55684, 2.01743], [-3.72227, -0.29662, 1.03806]], "mulliken_charge": [-0.6479, 0.6191, 0.6356, -0.0508, 0.3535, -1.0809, -1.0541, -0.6219, -0.3088, -0.4202, -0.0660, 0.1835, 0.2818, 0.1498, 0.3572, 0.3939, 0.2882, 0.3450, 0.2598, 0.3832]}

{"formula": "C7H9NO2S3", "method": "ωB97M-V/def2-TZVPD", "energy_ha": -1671.8219, "gap_ev": 8.8769, "homo_energy_ev": -8.47, "smiles": "CN(C)C(=S)S(=O)(=O)c1cccs1", "relative_energy_kcal_mol": 35.02, "e_lumo_ev": 0.41, "species": ["C", "N", "C", "C", "S", "S", "O", "O", "C", "C", "C", "C", "S", "H", "H", "H", "H", "H", "H", "H", "H", "H"], "xyz": [[0.86432, -0.41145, -3.18347], [1.09809, -0.30812, -1.77933], [2.47229, 0.07533, -1.49793], [0.18356, -0.45948, -0.90838], [-1.40262, -0.73819, -1.16379], [0.74600, -0.33521, 1.02551], [1.32025, 0.95156, 1.20936], [1.51333, -1.43094, 1.46419], [-0.81582, -0.25619, 1.89415], [-1.35082, 1.02877, 1.74520], [-2.58699, 1.08267, 2.49837], [-2.92190, -0.15637, 3.12113], [-1.78926, -1.35035, 2.67044], [1.64930, 0.20476, -3.60870], [0.91187, -1.56245, -3.37463], [-0.19773, -0.25737, -3.34929], [2.48356, 1.22912, -1.64323], [2.65765, -0.31005, -0.43074], [3.27066, -0.40739, -2.05330], [-0.84931, 1.84642, 1.22190], [-3.32127, 1.92498, 2.53153], [-3.93514, -0.36005, 3.61101]], "mulliken_charge": [-1.0227, -0.0328, -0.9713, 0.5389, -0.3470, 0.9580, -0.5438, -0.6057, 0.0877, -0.2051, -0.5666, -0.3126, -0.1426, 0.4012, 0.2888, 0.3284, 0.3351, 0.3434, 0.4016, 0.4271, 0.2979, 0.3421]}

{"formula": "C7H9NO3", "method": "ωB97M-V/def2-TZVPD", "energy_ha": -552.5042, "gap_ev": 6.6480, "homo_energy_ev": -7.65, "smiles": "O=C1C=CC(O)=N1.C/C=C\\O", "relative_energy_kcal_mol": 63.31, "e_lumo_ev": -1.01, "species": ["O", "C", "C", "C", "C", "O", "N", "H", "H", "H", "C", "C", "C", "O", "H", "H", "H", "H", "H", "H"], "xyz": [[0.19132, -1.99517, 0.81558], [-0.70953, -1.36464, 0.33499], [-2.23775, -1.74205, 0.26612], [-2.83151, -0.63396, -0.15446], [-1.78577, 0.43816, -0.26305], [-2.01411, 1.66485, -0.75931], [-0.61604, -0.04308, -0.00803], [-2.75077, -2.75221, 0.28468], [-3.81847, -0.49137, -0.58789], [-1.23809, 2.27094, -0.65592], [1.87141, 0.69335, 1.25752], [1.61942, 1.03934, -0.16279], [1.70024, 0.34797, -1.32389], [2.09376, -0.98697, -1.37474], [2.07444, -0.33684, 1.59800], [1.03567, 1.11842, 1.99474], [2.69971, 1.37478, 1.61582], [1.33269, 2.06195, -0.12822], [1.35227, 0.63533, -2.31725], [2.03110, -1.29879, -0.43189]], "mulliken_charge": [-0.4955, 0.3561, -0.4885, -0.4708, 0.4967, -0.4848, 0.0646, 0.3236, 0.3956, 0.3541, -0.9936, -0.1590, -0.3295, -0.5218, 0.3048, 0.2272, 0.3259, 0.4418, 0.3380, 0.3150]}

{"formula": "C7H9NO3", "method": "ωB97M-V/def2-TZVPD", "energy_ha": -552.5739, "gap_ev": 9.6901, "homo_energy_ev": -9.73, "relative_energy_kcal_mol": 19.60, "e_lumo_ev": -0.04, "species": ["C", "C", "C", "C", "C", "C", "C", "N", "O", "O", "O", "H", "H", "H", "H", "H", "H", "H", "H", "H"], "xyz": [[1.15303, -0.24962, 0.05491], [0.00371, -0.99095, -0.22041], [1.88264, -1.50728, -0.37173], [1.52354, 1.14646, 0.41168], [-1.91784, -0.34537, 1.17785], [-1.71963, 0.46416, -1.18908], [-1.47241, -0.71619, -0.26889], [2.83452, 1.34074, 0.59811], [2.95640, -1.92082, -0.67915], [0.69750, 2.00806, 0.60697], [0.61126, -2.22051, -0.52888], [-1.71200, 0.72514, 1.34766], [-1.23610, -0.87826, 1.86061], [-2.95994, -0.60043, 1.39541], [-0.98142, 1.31064, -0.92195], [-2.78716, 0.83051, -1.06130], [-1.41810, 0.12507, -2.20253], [-2.01711, -1.52682, -0.55044], [3.48334, 0.72990, -0.02461], [3.07578, 2.27556, 0.56577]], "mulliken_charge": [0.5740, -0.0130, 0.2794, 0.3908, -1.3317, -1.2276, 0.2503, -0.5064, -0.5016, -0.5983, -0.4709, 0.3070, 0.3585, 0.3933, 0.2603, 0.3492, 0.3485, 0.5748, 0.2771, 0.2863]}

{"formula": "C7H9NO3", "method": "ωB97M-V/def2-TZVPD", "energy_ha": -552.3792, "gap_ev": [8.1754, 8.1755], "homo_energy_ev": [-8.18, -8.18], "smiles": "CO[C@@H]1\\C=C/C=C\\C=[N+](\\[O-])O1", "relative_energy_kcal_mol": 141.78, "e_lumo_ev": [0.00, -0.01], "species": ["C", "O", "C", "C", "C", "C", "C", "C", "N", "O", "O", "H", "H", "H", "H", "H", "H", "H", "H", "H"], "xyz": [[-0.83517, -2.12314, 2.16235], [-1.28400, -1.06247, 1.32884], [-0.28858, -0.24943, 0.94879], [-0.67501, 1.08999, 0.60507], [-0.56083, 1.69955, -0.54224], [-0.11888, 1.45977, -1.92225], [0.98142, 0.86977, -2.54243], [2.00517, 0.09698, -1.83482], [1.60913, -0.47499, -0.69291], [2.38716, -1.09096, 0.06263], [0.24542, -0.68629, -0.41735], [-0.30575, -1.59661, 2.98972], [-0.19118, -2.90130, 1.69475], [-1.74210, -2.56781, 2.67266], [0.56034, -0.33950, 1.63582], [-1.08365, 1.65189, 1.44923], [-1.10604, 2.65576, -0.55749], [-0.65180, 1.87490, -2.70996], [0.80391, 0.98217, -3.66357], [3.01791, 0.04197, -2.14430]], "mulliken_charge": [-0.6287, -0.3704, 0.3521, -0.4918, -0.2498, -0.2970, -0.4157, -0.3067, 0.6434, -0.6959, -0.3726, 0.3339, 0.2664, 0.2748, 0.3240, 0.3114, 0.2626, 0.3683, 0.2448, 0.4468]}

{"formula": "C7H9NOS", "method": "ωB97M-V/def2-TZVPD", "energy_ha": -800.2524, "gap_ev": 8.6100, "homo_energy_ev": -7.76, "smiles": "C[C@H]1OCc2scc(N)c21", "relative_energy_kcal_mol": 19.92, "e_lumo_ev": 0.85, "species": ["C", "C", "O", "C", "C", "S", "C", "C", "N", "C", "H", "H", "H", "H", "H", "H", "H", "H", "H"], "xyz": [[-2.26642, -0.09270, 0.36520], [-1.19978, 0.63153, -0.45836], [-1.00701, 2.07363, -0.23664], [0.39890, 2.40219, -0.00836], [1.16366, 1.17928, 0.06087], [2.80531, 0.55851, 0.22848], [2.27479, -1.01483, 0.12590], [0.93375, -1.19924, -0.10604], [0.45721, -2.45657, -0.23356], [0.33650, 0.10332, -0.19732], [-3.18620, 0.40713, 0.45096], [-1.82308, -0.33957, 1.34316], [-2.49950, -1.02814, -0.17344], [-1.30754, 0.50603, -1.58899], [0.51211, 2.78936, 1.06125], [0.68847, 3.06538, -0.83360], [2.96308, -1.84182, 0.10390], [1.17393, -3.14315, -0.17356], [-0.41818, -2.60033, 0.27014]], "mulliken_charge": [-1.3317, 0.3571, -0.3975, -0.1153, -0.1600, -0.2268, -0.3993, 0.4035, -0.5302, -0.0541, 0.4069, 0.3281, 0.3076, 0.2444, 0.2150, 0.2393, 0.2810, 0.2081, 0.2242]}